1.
Formula: C16H19N3O2S2
Source: OMol25
Level of theory: the ωB97M-V functional and the def2-TZVPD basis

Atoms and positions in Å:
H -1.362 -0.112 3.068
H 1.509 -2.546 1.416
C -3.524 -0.578 0.849
C 1.851 0.327 -1.350
H -3.325 -1.319 1.608
H 1.418 -3.662 -1.420
C 3.180 1.040 -1.175
H 0.107 -3.674 -0.233
C -2.846 1.354 -0.449
C 0.569 -1.709 -1.066
C -2.581 0.391 0.532
N 1.755 -0.904 -0.819
H -5.472 -1.314 0.403
H 0.238 -0.009 2.292
C 0.961 -3.108 -0.600
O 0.576 3.628 -0.448
C 1.167 2.882 0.319
C -4.992 0.385 -0.807
S -1.497 2.463 -0.639
H 3.173 1.947 -1.779
H 0.304 -1.660 -2.125
N 0.597 1.825 0.944
C 2.765 -1.634 -0.082
H -0.881 -1.337 1.873
H 3.561 -1.971 -0.759
H 3.209 -1.011 0.696
C -4.056 1.353 -1.122
H 4.003 0.395 -1.482
C -0.805 -0.283 2.144
H 3.070 3.821 -0.007
C 2.000 -2.828 0.484
C -4.727 -0.569 0.170
O 0.931 0.825 -1.974
C 2.623 3.080 0.657
C -0.621 1.566 0.573
H 2.723 3.398 1.695
N -1.327 0.544 1.086
H -0.277 -1.311 -0.497
H -5.940 0.370 -1.322
H 2.650 -3.679 0.677
S 3.547 1.527 0.546
H -4.252 2.097 -1.877

Computed properties:
2S+1	1
total charge	0
structure (SMILES)	Cn1/c(=N/C(=O)CSCC(=O)N2CCCC2)sc2ccccc21
energy relative to the best compared isomer or geometry (same formula, charge and spin)	2.0	kcal per mole
frontier orbital gap	8.72	eV
lowest unoccupied orbital energy	0.60	eV

2.
Formula: C6H9NO2
Source: OMol25
Level of theory: the ωB97M-V functional and the def2-TZVPD basis

Atoms and positions in Å:
C -0.824 2.022 -0.813
O -0.031 -0.233 -1.091
C -1.561 0.163 0.765
C -0.733 0.631 -0.290
H 2.325 -2.186 0.016
C 0.397 -1.489 -0.505
C 0.007 0.046 1.363
H 1.078 0.359 2.904
H -1.905 -0.862 0.791
N 0.338 0.765 2.328
H -0.214 2.735 -0.249
H -1.848 2.402 -0.828
H 2.350 -0.829 -1.139
C 1.832 -1.744 -0.851
O -0.403 -2.325 -0.144
H 1.879 -2.454 -1.681
H -0.488 2.124 -1.850
H -2.200 0.877 1.272

Computed properties:
2S+1	1
total charge	0
energy relative to the best compared isomer or geometry (same formula, charge and spin)	118.0	kcal per mole
frontier orbital gap (spin up / spin down)	6.69 / 6.72	eV
lowest unoccupied orbital energy (spin up / spin down)	-0.29 / -0.28	eV

3.
Formula: C2H4NO3P
Source: OMol25
Level of theory: the ωB97M-V functional and the def2-TZVPD basis

Atoms and positions in Å:
P -1.564 0.088 -0.080
H 1.447 -0.229 1.983
O 2.323 -0.112 -0.717
C 0.847 -0.578 1.170
C 0.210 0.344 0.054
H 0.256 -1.321 1.563
H 0.389 1.392 0.189
N 1.153 -0.627 -0.355
O -1.811 0.101 -1.911
H -1.044 -0.474 -2.175
O -2.205 1.416 0.280

Computed properties:
2S+1	1
total charge	-2
structure (SMILES)	[O-]N1C[C@@H]1P([O-])O
energy relative to the best compared isomer or geometry (same formula, charge and spin)	116.0	kcal per mole
frontier orbital gap	5.92	eV
lowest unoccupied orbital energy	7.55	eV

4.
Formula: C4H9N2
Source: OMol25
Level of theory: the ωB97M-V functional and the def2-TZVPD basis

Atoms and positions in Å:
C 0.279 -0.747 0.067
H -1.385 -1.318 -1.158
C -0.348 0.436 0.269
H 0.621 2.401 0.904
N 1.788 -0.770 -0.009
N -1.639 0.073 0.346
H 0.460 2.105 -0.699
H -0.112 -1.660 0.582
H -2.879 -1.515 -0.163
H 2.162 -1.501 0.603
C -1.980 -0.950 -0.352
H 2.002 0.155 0.178
C 0.026 1.845 0.175
H -0.823 2.502 0.324
H 1.830 -1.056 -1.065

Computed properties:
2S+1	1
total charge	+1
structure (SMILES)	C=N/C(C)=C/[NH3+]
energy relative to the best compared isomer or geometry (same formula, charge and spin)	94.3	kcal per mole
frontier orbital gap	10.02	eV
lowest unoccupied orbital energy	-3.89	eV

> What is the energy relative to the best compared isomer or geometry (same formula, charge and spin) in the first record?

2.0 kcal per mole